# 1
Formula: C13H20N8O8W
Source: the Open Molecules 2025 dataset
Level of theory: wB97M-V/def2-TZVPD

Positions of all 50 atoms, in Å:
W (0.4789, -0.1082, -0.5110)
O (-0.4110, -0.9572, -2.2502)
C (0.2486, -1.9211, -3.1863)
C (0.7542, -3.0085, -2.2884)
N (1.5814, -2.4135, -1.2018)
C (2.9486, -1.9568, -1.6455)
C (2.6898, -0.5334, -1.2475)
O (2.6922, -0.1765, -0.0548)
O (1.8242, 0.1091, -2.0053)
C (1.5849, -3.2393, 0.0174)
C (0.4999, -2.7508, 0.9511)
O (-0.2829, -3.2603, 1.6267)
O (0.5857, -1.2456, 0.9039)
H (-0.8647, -0.2552, -2.7593)
H (1.0111, -1.3843, -3.7444)
H (-0.5348, -2.2761, -3.8550)
H (1.3358, -3.7412, -2.8553)
H (-0.0837, -3.5306, -1.8232)
H (3.0865, -2.0699, -2.7183)
H (3.7504, -2.4340, -1.0894)
H (2.5273, -3.1382, 0.5605)
H (1.4235, -4.2957, -0.2045)
N (1.3280, 1.1658, 2.3765)
N (2.0017, 2.2988, 1.9051)
C (1.7278, 2.7729, 0.7112)
N (2.1417, 3.9440, 0.3006)
N (0.9567, 1.9395, -0.1305)
N (0.0686, 2.4848, -0.9896)
O (-0.1446, 3.5986, -1.2457)
O (-0.5681, 1.4716, -1.5098)
H (0.6387, 1.4680, 3.0674)
H (2.0079, 0.5502, 2.8156)
H (2.6116, 2.8255, 2.5272)
H (2.5872, 4.5926, 0.9442)
H (2.0613, 4.2651, -0.6549)
N (-3.4542, 2.5329, 3.2274)
C (-2.4693, 2.0700, 2.4826)
O (-1.3086, 2.4861, 2.4876)
C (-2.7530, 0.9493, 1.4828)
C (-3.9372, 0.3540, 1.0508)
C (-3.8871, -0.6161, 0.0424)
C (-2.6783, -0.9603, -0.5361)
N (-1.5451, -0.3995, -0.0745)
C (-1.5937, 0.4974, 0.9068)
H (-3.2711, 3.2895, 3.8758)
H (-4.3919, 2.1633, 3.2105)
H (-4.9016, 0.6318, 1.4616)
H (-4.7951, -1.0895, -0.3088)
H (-2.6054, -1.6729, -1.3444)
H (-0.6732, 0.9739, 1.2988)

Summary:
LUMO = -15.857 eV
charge = +4
E_tot = -1612.740885 Ha
highest occupied orbital energy = -21.8 eV

# 2
Formula: C13H20O2
Source: the Open Molecules 2025 dataset
Level of theory: wB97M-V/def2-TZVPD

Positions of all 35 atoms, in Å:
C (2.9905, 1.8931, -1.1623)
C (1.7861, 2.1002, -0.2574)
C (0.8341, 3.1613, -0.9036)
C (-0.4492, 2.5151, -1.5500)
C (-1.3570, 1.7545, -0.6089)
O (-0.9571, 0.4024, -0.5306)
C (-0.7439, -0.2788, 0.6411)
C (-0.7188, 0.2794, 1.9415)
C (-0.6660, -0.3745, 3.1779)
C (-0.5441, -1.7624, 3.1205)
C (-0.5855, -2.4222, 1.9014)
C (-0.6352, -1.6800, 0.6426)
O (-0.6985, -2.5747, -0.4735)
C (-0.3035, -1.8648, -1.7364)
C (0.9140, -2.3597, -2.3261)
H (3.4212, 1.0427, -0.7433)
H (3.7163, 2.7823, -1.0874)
H (2.6829, 1.8636, -2.2228)
H (1.2511, 1.1269, -0.3636)
H (1.9522, 2.4895, 0.8761)
H (1.4480, 3.9535, -1.6210)
H (0.5564, 3.7958, 0.0108)
H (-1.0234, 3.3153, -2.0899)
H (-0.0887, 1.7052, -2.1786)
H (-1.5859, 2.1599, 0.3563)
H (-2.3163, 1.7145, -1.0806)
H (-0.5184, 1.3906, 2.0401)
H (-0.5991, 0.1240, 4.1350)
H (-0.3738, -2.2641, 4.1856)
H (-0.6708, -3.5107, 1.7501)
H (-0.1825, -0.7506, -1.4244)
H (-1.2858, -1.8966, -2.3965)
H (1.7698, -1.9494, -1.8320)
H (1.1833, -2.0482, -3.3503)
H (0.7790, -3.4331, -2.2137)

Summary:
LUMO = 0.878 eV
SMILES = CCCCCOc1ccccc1OCC
E_tot = -657.681630 Ha
highest occupied orbital energy = -8.2 eV

# 3
Formula: C13H21AlClF2IMgNO10P
Source: the Open Molecules 2025 dataset
Level of theory: wB97M-V/def2-TZVPD

Positions of all 52 atoms, in Å:
O (-3.0416, 4.2443, -1.9370)
C (-1.8549, 4.5295, -1.3954)
I (-1.5996, 6.5735, -0.5383)
C (-0.5695, 3.5211, -1.2585)
C (-0.1981, 2.6779, -2.6146)
C (0.5865, 1.3966, -2.4351)
P (1.1573, 0.6961, -0.7484)
O (1.9076, 1.8415, 0.0880)
O (-0.1959, 0.0979, 0.1918)
O (2.3695, -0.5428, -1.0383)
C (1.0281, 0.5352, -3.7988)
O (1.0807, -0.8012, -3.7794)
C (1.3766, 1.4372, -5.1582)
C (0.5856, 2.7201, -5.3225)
C (-0.5505, 3.1010, -4.1589)
O (-1.6704, 3.6855, -4.5920)
H (0.4334, 4.0709, -0.9172)
H (-0.8462, 2.7482, -0.3922)
H (-0.3784, 0.8312, 0.8642)
H (3.2389, -0.0465, -1.1632)
H (2.1724, 1.0580, -5.9279)
H (0.7854, 3.3967, -6.2587)
F (1.8314, -2.7761, -4.8548)
C (2.3683, -4.3479, -2.1921)
O (3.4436, -3.4369, -2.0575)
H (2.6162, -5.0783, -2.9659)
H (2.2075, -4.8658, -1.2435)
H (1.4646, -3.8061, -2.4816)
H (3.1951, -2.8016, -1.3647)
O (-1.5431, -1.9405, 2.4577)
H (-2.1726, -2.3140, 1.8227)
H (-1.0845, -1.2508, 1.9547)
Mg (-1.1164, 0.2843, -1.5763)
F (0.1178, 5.8979, 1.6151)
O (-3.7531, -2.9056, 0.1414)
H (-4.2234, -2.4932, -0.5986)
H (-4.4563, -3.1337, 0.7678)
Al (5.4109, -3.0763, -1.8869)
O (1.4763, -2.2796, 1.0873)
H (1.0059, -1.8672, 0.3473)
H (0.7730, -2.5077, 1.7137)
N (-0.9925, -1.1379, 6.5304)
C (-1.2255, -0.6552, 5.2690)
C (-1.3328, 0.7152, 5.3507)
C (-1.1522, 1.0720, 6.7084)
C (-0.9409, -0.0913, 7.4140)
H (-0.8758, -2.1136, 6.7715)
H (-1.2964, -1.3266, 4.4237)
H (-1.5196, 1.3855, 4.5219)
H (-1.1733, 2.0702, 7.1263)
H (-0.7601, -0.2637, 8.4666)
Cl (-2.1090, -2.7274, -0.9777)

Summary:
LUMO = -11.015 eV
charge = +2
E_tot = -3055.292156 Ha
highest occupied orbital energy = -12.5 eV

# 4
Formula: C13H21Br2N3O6V
Source: the Open Molecules 2025 dataset
Level of theory: wB97M-V/def2-TZVPD

Positions of all 46 atoms, in Å:
C (5.5452, -0.5242, 0.0358)
C (4.0617, -0.9995, -0.2434)
Br (3.9385, -2.7950, 0.5616)
C (3.1229, 0.0434, 0.4361)
Br (3.0730, -0.0429, 2.3168)
C (1.5943, -0.0385, 0.0182)
C (0.9154, -1.3823, 0.6625)
O (0.4027, -1.4094, 1.8793)
O (0.8744, -2.4052, -0.0764)
C (0.9410, 1.2757, 0.5894)
N (-0.0952, 1.8404, -0.2934)
N (-0.9059, 2.7212, 0.5170)
C (-0.4258, 3.8921, 0.4792)
O (0.1833, 4.9082, 0.4965)
C (-0.9665, 0.8064, -0.8792)
C (-2.2403, 1.3453, -1.5734)
C (-3.4716, 1.2309, -0.6349)
C (-4.1464, -0.1835, -0.6802)
C (-4.3732, -0.6965, 0.7610)
O (-5.2566, -1.7990, 0.8445)
C (-0.0780, -0.0614, -1.8143)
N (1.3796, 0.0223, -1.4515)
H (6.0690, -1.2902, 0.6298)
H (5.5254, 0.3714, 0.6791)
H (6.1205, -0.3833, -0.8900)
H (3.9574, -1.0324, -1.3386)
H (3.5701, 1.0231, 0.1839)
H (1.7537, 2.0299, 0.6309)
H (0.6124, 1.1472, 1.6356)
H (-1.2961, 0.1370, -0.0480)
H (-2.4236, 0.7056, -2.4592)
H (-2.0391, 2.3803, -1.8936)
H (-4.1795, 2.0406, -0.8709)
H (-3.1345, 1.3898, 0.4072)
H (-3.5609, -0.9012, -1.2827)
H (-5.1193, -0.0376, -1.1847)
H (-3.3700, -0.9767, 1.1562)
H (-4.7485, 0.1439, 1.3712)
H (-5.4058, -2.1913, -0.0256)
H (-0.3981, -1.1112, -1.7794)
H (-0.2476, 0.2959, -2.8445)
H (1.7282, 0.8971, -1.8597)
H (1.8947, -0.7350, -1.9203)
O (-1.3329, -3.5175, 3.0469)
V (0.1971, -3.0113, 3.1360)
O (1.7547, -3.1227, 3.5692)

Summary:
LUMO = -6.180 eV
charge = +1
E_tot = -7215.285598 Ha
highest occupied orbital energy = -12.5 eV

# 5
Formula: C13H21F5O2P2Ru
Source: the Open Molecules 2025 dataset
Level of theory: wB97M-V/def2-TZVPD

Positions of all 44 atoms, in Å:
Ru (0.3677, 0.1651, -0.4008)
H (1.7316, -0.7676, 0.6552)
H (1.1924, -1.3491, 0.4923)
P (2.2665, 1.5017, -0.1867)
P (0.2071, -1.6899, -1.7522)
C (-1.4060, -1.5130, -2.5961)
H (-1.6548, -2.4357, -3.1318)
H (-2.1618, -1.3029, -1.8310)
H (-1.3635, -0.6753, -3.2988)
C (1.2590, -2.5029, -2.9894)
H (2.1575, -2.9110, -2.5131)
H (0.7114, -3.3260, -3.4686)
H (1.5587, -1.7826, -3.7575)
C (-0.1899, -3.0535, -0.5931)
H (-1.0355, -2.7392, 0.0311)
H (-0.4348, -3.9568, -1.1619)
H (0.6798, -3.2456, 0.0405)
C (3.8330, 1.5960, -1.1224)
H (4.4460, 2.4377, -0.7690)
H (4.3996, 0.6651, -0.9993)
H (3.6154, 1.7322, -2.1887)
C (1.7103, 3.2504, -0.1857)
H (0.8625, 3.3589, 0.5029)
H (2.5267, 3.9115, 0.1338)
H (1.3837, 3.5388, -1.1923)
C (2.8344, 1.3012, 1.5378)
H (3.2855, 0.3124, 1.6706)
H (3.5760, 2.0775, 1.7699)
H (1.9788, 1.3923, 2.2180)
C (-0.5120, 1.3863, -1.4702)
O (-1.1052, 2.1261, -2.1580)
H (1.5718, 0.1200, -1.4806)
F (-4.9044, 0.8953, 4.5154)
C (-4.0625, 0.5538, 3.5252)
C (-4.3923, -0.5051, 2.6744)
F (-5.5527, -1.1786, 2.8463)
C (-3.5199, -0.8521, 1.6675)
F (-3.8207, -1.8745, 0.8385)
C (-2.2764, -0.1701, 1.4745)
O (-1.4714, -0.5730, 0.5601)
C (-1.9983, 0.9162, 2.3469)
F (-0.8429, 1.6122, 2.2029)
C (-2.8676, 1.2652, 3.3565)
F (-2.5829, 2.2887, 4.1867)

Summary:
LUMO (spin up / spin down) = -2.675 / -6.680 eV
multiplicity = 6
charge = +1
E_tot = -1934.821511 Ha
expectation value of S² = 8.788
highest occupied orbital energy (spin up / spin down) = -8.7 / -12.4 eV

# 6
Formula: C13H21N2
Source: the Open Molecules 2025 dataset
Level of theory: wB97M-V/def2-TZVPD

Positions of all 36 atoms, in Å:
C (-3.8198, 2.0073, -2.2108)
C (-2.9966, 1.2008, -1.5018)
C (-1.5654, 0.9815, -1.8855)
N (-0.6034, 1.2618, -0.6482)
C (-0.2297, 0.7228, 0.7788)
C (0.3576, -0.6910, 0.7147)
C (1.5949, -1.1367, 1.2040)
C (2.0559, -2.4019, 0.7777)
C (1.2653, -3.2232, -0.0415)
C (1.7700, -4.5754, -0.3752)
C (-0.0151, -2.7903, -0.4178)
C (-0.4549, -1.5270, -0.0380)
N (0.6438, 1.6360, 1.4770)
C (0.0654, 2.8035, 2.1608)
C (2.0079, 1.8630, 0.9685)
H (-4.8335, 2.1380, -1.8291)
H (-3.4589, 2.5619, -3.0966)
H (-3.3048, 0.5837, -0.6379)
H (-1.3518, 0.0244, -2.4046)
H (-1.1712, 1.7790, -2.5335)
H (-0.7562, 2.3278, -0.6300)
H (0.3103, 1.1750, -1.0669)
H (-1.1967, 0.7034, 1.3070)
H (2.1428, -0.4814, 1.9087)
H (3.0512, -2.7190, 1.1288)
H (1.0405, -5.0707, -0.9915)
H (2.6841, -4.4341, -0.9395)
H (1.9843, -5.2071, 0.4864)
H (-0.6313, -3.4414, -1.0392)
H (-1.4720, -1.2194, -0.3118)
H (0.8831, 3.5141, 2.3680)
H (-0.7107, 3.3323, 1.5563)
H (-0.3632, 2.5097, 3.1422)
H (2.1435, 2.9453, 0.7650)
H (2.7221, 1.6058, 1.7831)
H (2.2124, 1.2415, 0.0723)

Summary:
LUMO = -2.773 eV
SMILES = C=CC[NH2+][C@@H](c1ccc(C)cc1)N(C)C
charge = +1
E_tot = -617.150736 Ha
highest occupied orbital energy = -12.2 eV